Density functional theory data (ωB97M-V/def2-TZVPD) for C25H24BrIN2O2RhS as an isolated structure in a non-equilibrium geometry.

Values from the calculation:
2S+1 = 1
E_LUMO (spin up / spin down) = -5.58 / -5.59 eV
Net charge = +1
HOMO energy (spin up / spin down) = -0.412 / -0.411 hartree

Last column: Löwdin charge in e.
Element x y z (Å)
Rh1 -0.3527 0.0273 -0.2018  0.96
C1 0.3615 -5.7967 -4.5077  -0.05
C2 0.7358 -4.7586 -3.4452  -0.55
C3 2.2676 -4.6346 -3.3764  -0.03
C4 0.1984 -5.2545 -2.0953  -0.04
C5 0.1915 -3.3778 -3.7620  -0.17
C6 -0.1343 -3.0032 -5.0758  0.00
C7 -0.6374 -1.7431 -5.3831  -0.06
C8 -0.7855 -0.8202 -4.3747  -0.46
S1 -1.4257 0.8075 -4.4650  1.16
C9 -1.1364 0.9899 -2.7451  -0.46
N1 -0.6222 -0.1649 -2.1426  -0.09
C10 -0.4277 -1.1479 -3.0366  -0.36
C11 0.0498 -2.4371 -2.7540  0.00
C12 -1.3428 2.0934 -1.9332  -0.25
C13 -1.8391 3.3706 -2.3092  -0.02
C14 -1.9573 4.3580 -1.3679  -0.06
C15 -1.6103 4.1406 -0.0274  -0.03
C16 -1.1749 2.8761 0.3857  -0.07
C17 -1.0349 1.8892 -0.5445  -0.16
H1 0.6833 -6.7795 -4.1738  0.09
H2 0.8543 -5.6054 -5.4561  0.08
H3 -0.7146 -5.8223 -4.6603  0.10
H4 2.7049 -5.5959 -3.1180  0.09
H5 2.5681 -3.9058 -2.6253  0.08
H6 2.6713 -4.3227 -4.3373  0.09
H7 0.4555 -6.3003 -1.9590  0.09
H8 -0.8843 -5.1595 -2.0576  0.09
H9 0.6263 -4.7104 -1.2586  0.07
H10 -0.0168 -3.7074 -5.8807  0.11
H11 -0.8960 -1.4963 -6.3987  0.12
H12 0.2547 -2.6716 -1.7191  0.09
H13 -2.0966 3.5430 -3.3432  0.12
H14 -2.3237 5.3317 -1.6573  0.11
H15 -1.6684 4.9384 0.6954  0.12
H16 -0.9677 2.6893 1.4326  0.11
N2 1.4536 -1.4353 0.4059  -0.04
C18 2.0707 -0.9059 1.6078  -0.14
C19 1.0165 -0.0201 2.4281  -0.65
O1 1.2150 0.1337 3.6011  0.10
O2 0.1005 0.4387 1.6951  -0.20
H17 1.0295 -2.3402 0.6095  0.10
H18 2.1294 -1.5383 -0.3494  0.09
H19 2.8860 -0.2224 1.3635  0.13
H20 2.4183 -1.6741 2.2988  0.12
Br1 -3.4542 -2.3411 -2.6221  0.82
C20 -4.0201 -0.5703 -2.2890  -0.72
C21 -4.6096 0.1589 -3.3116  -0.13
C22 -5.0510 1.4486 -3.0741  -0.05
C23 -4.8905 2.0171 -1.8203  -0.06
C24 -4.2894 1.2983 -0.8004  -0.14
C25 -3.8466 0.0072 -1.0378  -0.65
I1 -2.8630 -1.0665 0.5261  1.20
H21 -4.7293 -0.2946 -4.2823  0.11
H22 -5.5234 1.9992 -3.8717  0.12
H23 -5.2363 3.0181 -1.6247  0.12
H24 -4.1679 1.7337 0.1771  0.11

Atoms 1-3, force components in eV/Å:
0.7 0.0 2.2
0.1 0.2 0.1
0.2 -0.1 0.1